# 1
{
  "formula": "C28H47BrHfNP3",
  "method": "the ωB97M-V functional and the def2-TZVPD basis",
  "symbols": ["C", "C", "C", "C", "N", "C", "C", "C", "C", "C", "C", "C", "C", "C", "Hf", "P", "H", "H", "H", "H", "H", "H", "H", "H", "C", "C", "H", "H", "H", "H", "H", "C", "C", "H", "H", "H", "H", "H", "C", "C", "H", "H", "H", "H", "H", "Br", "P", "C", "C", "H", "H", "H", "H", "H", "C", "C", "H", "H", "H", "H", "H", "C", "C", "H", "H", "H", "H", "H", "C", "P", "C", "C", "H", "H", "H", "H", "H", "H", "H", "H", "H"],
  "xyz": [[1.5345, -3.0734, -2.6350], [0.6410, -1.9950, -2.7055], [0.0117, -1.7741, -3.9296], [0.3493, -2.5521, -5.0394], [1.2434, -3.5340, -4.9641], [1.8236, -3.8101, -3.7973], [0.4475, -0.9978, -1.6277], [0.4484, 0.3688, -1.8761], [0.6555, 1.3397, -2.8619], [-0.4139, 2.2422, -3.0947], [-0.0863, 3.5079, -3.4073], [1.3379, 3.9156, -3.3259], [2.3142, 2.8443, -3.6813], [1.9357, 1.5755, -3.4579], [0.5218, 0.1190, 0.1229], [-1.0701, -1.5627, 1.3740], [-0.7070, -0.9769, -4.0407], [2.0355, -3.3289, -1.7069], [-0.1215, -2.3391, -6.0011], [2.5564, -4.6333, -3.7783], [2.6173, 0.7398, -3.6024], [-1.4505, 1.9310, -2.8911], [3.3152, 3.1385, -3.9899], [-0.8186, 4.2537, -3.7019], [-0.9092, -0.9382, 3.1353], [-2.2143, -0.6132, 3.8496], [-0.2393, -0.0613, 3.1429], [-0.3502, -1.7205, 3.6721], [-1.9907, -0.2152, 4.8496], [-2.8165, 0.1451, 3.3327], [-2.8455, -1.4990, 3.9899], [-2.8745, -1.4987, 0.9119], [-3.1275, -2.2177, -0.4137], [-3.1882, -0.4495, 0.8475], [-3.4852, -1.9359, 1.7153], [-4.1555, -2.0160, -0.7433], [-2.4461, -1.8827, -1.2081], [-3.0253, -3.3077, -0.3252], [-1.0001, -3.3678, 1.7368], [-2.0325, -3.8594, 2.7610], [0.0109, -3.5922, 2.0936], [-1.1137, -3.9031, 0.7838], [-1.9727, -4.9511, 2.8643], [-1.8678, -3.4332, 3.7578], [-3.0661, -3.6313, 2.4768], [1.8782, 4.8125, -1.7651], [-0.1610, 2.4433, 0.6826], [-1.8799, 1.7175, 0.9691], [-2.9077, 2.4868, 1.8305], [-1.7291, 0.7682, 1.5165], [-2.3267, 1.4900, -0.0107], [-3.8897, 1.9788, 1.7501], [-2.6209, 2.4885, 2.8976], [-3.0293, 3.5247, 1.4901], [0.3804, 2.7402, 2.4643], [1.3831, 3.8909, 2.5731], [0.8137, 1.8158, 2.8772], [-0.5027, 2.9317, 3.0815], [1.6731, 4.0010, 3.6297], [2.2989, 3.7053, 1.9858], [0.9696, 4.8464, 2.2323], [-0.4176, 4.0303, 0.0346], [-1.6890, 4.3434, -0.6359], [1.3817, 4.7831, -4.0179], [0.1751, 4.8965, 0.3429], [-1.5598, 5.1374, -1.3917], [-2.1049, 3.4740, -1.1705], [-2.4459, 4.6892, 0.0830], [2.2593, -3.3483, 0.7620], [2.4983, -1.5445, 0.6152], [3.4631, -1.3421, 2.1539], [3.8258, -1.5277, -0.6545], [1.9226, -3.6024, 1.7652], [3.2061, -3.8584, 0.5695], [1.5079, -3.7132, 0.0675], [4.4089, -1.8914, 2.0584], [3.6586, -0.2803, 2.3456], [2.8803, -1.7483, 2.9903], [4.5595, -2.3074, -0.3993], [3.4028, -1.7407, -1.6441], [4.3061, -0.5406, -0.6906]],
  "atomic_forces_ev_per_a": [[0.039, -0.191, 0.155], [-0.129, -0.164, -0.248], [0.260, 0.061, -0.425], [-0.124, 0.076, 0.562], [0.154, -0.136, -0.133], [-0.305, 0.345, 0.220], [0.619, 1.103, -1.126], [0.074, -1.333, -2.035], [-0.103, -0.558, 0.692], [-0.939, 0.862, -0.200], [-0.262, -0.381, 0.708], [-0.274, 0.968, -3.403], [-0.356, 0.125, 0.538], [0.751, -0.425, -0.063], [0.475, -3.266, 2.142], [-1.947, -1.317, 1.385], [-0.158, 0.117, -0.057], [-0.113, 0.013, -0.411], [0.205, -0.267, 0.171], [-0.453, 0.454, -0.024], [-0.112, 0.098, 0.052], [0.494, 0.016, -0.535], [-0.115, -0.140, 0.011], [-0.025, 0.037, 0.371], [0.371, 0.150, -0.335], [-0.280, 0.218, 0.478], [-0.095, -0.019, 0.121], [-0.145, 0.206, -0.159], [-0.075, -0.136, -0.244], [0.110, -0.191, 0.047], [0.204, 0.264, -0.096], [-0.006, 0.666, -0.105], [-0.147, -0.157, -0.241], [-0.059, -0.279, -0.086], [0.440, 0.190, -0.204], [0.280, -0.093, 0.069], [-0.129, -0.041, 0.108], [-0.031, 0.320, 0.016], [0.732, -0.700, -0.556], [-0.305, 0.147, 0.240], [-0.292, 0.012, -0.029], [0.043, 0.107, 0.187], [0.164, 0.294, -0.139], [0.059, -0.172, -0.221], [0.291, -0.202, 0.008], [-0.045, 0.282, 1.686], [-1.075, 1.642, 2.461], [-0.283, -0.014, -0.506], [0.095, 0.306, 0.302], [0.244, 0.263, -0.326], [0.189, -0.126, 0.189], [0.547, 0.254, -0.028], [-0.170, 0.078, -0.534], [-0.142, -0.451, 0.301], [0.510, 0.295, -0.035], [0.500, 0.025, 0.047], [0.037, 0.094, -0.308], [-0.094, 0.022, -0.363], [-0.055, 0.043, -0.404], [-0.267, 0.015, 0.278], [0.012, -0.172, 0.311], [-1.331, 1.766, -0.079], [0.752, -0.501, -1.786], [0.502, -0.676, -0.167], [0.012, -0.469, 0.031], [-0.083, 0.102, 0.557], [-0.054, 0.257, 0.462], [0.226, 0.248, 0.220], [-1.025, -0.197, -0.080], [2.344, -1.377, 0.339], [-0.367, 0.727, 0.220], [-0.242, 0.640, -0.388], [0.182, 0.039, 0.020], [0.003, 0.220, 0.014], [-0.006, -0.172, 0.038], [-0.244, 0.154, 0.037], [0.235, -0.244, 0.108], [0.218, 0.106, -0.100], [-0.201, 0.361, -0.008], [0.226, 0.074, 0.253], [0.064, -0.293, 0.038]],
  "lowdin_charge": [-0.028, -0.233, -0.015, -0.074, 0.114, -0.068, -0.198, -0.274, -0.166, -0.022, -0.033, -0.680, -0.004, 0.027, 1.123, 0.903, 0.114, 0.063, 0.135, 0.141, 0.153, 0.152, 0.157, 0.152, -0.378, -0.103, 0.039, 0.098, 0.108, 0.060, 0.086, -0.369, -0.108, 0.057, 0.089, 0.103, 0.060, 0.089, -0.363, -0.090, 0.055, 0.094, 0.113, 0.079, 0.079, 1.025, 0.915, -0.394, -0.071, -0.008, 0.093, 0.120, 0.092, 0.071, -0.326, -0.108, 0.075, 0.099, 0.116, 0.094, 0.077, -0.192, -0.070, 0.131, 0.058, 0.126, 0.089, 0.137, -0.229, 0.754, -0.235, -0.222, 0.047, 0.091, 0.036, 0.084, 0.050, 0.059, 0.084, 0.030, 0.064],
  "de_lowest_ev": 0.0000,
  "charge": 4,
  "orbital_gap_ev": 3.87,
  "e_lumo_ha": -0.5491,
  "homo_ev": -18.8
}



# 2
{
  "formula": "C28H47BrN2OP2Re",
  "method": "the ωB97M-V functional and the def2-TZVPD basis",
  "symbols": ["N", "C", "C", "C", "C", "C", "C", "Re", "P", "C", "C", "C", "C", "C", "C", "C", "Br", "H", "H", "H", "H", "H", "H", "H", "H", "H", "H", "P", "C", "C", "H", "H", "H", "H", "H", "C", "C", "H", "H", "H", "H", "H", "C", "C", "H", "H", "H", "H", "H", "C", "C", "H", "H", "H", "H", "H", "C", "C", "H", "H", "H", "H", "H", "C", "C", "H", "H", "H", "H", "H", "C", "N", "C", "C", "O", "H", "H", "H", "H", "H", "H", "H"],
  "xyz": [[-5.8397, -1.7173, 3.9321], [-4.8612, -1.0117, 4.5069], [-4.2643, 0.0779, 3.8682], [-4.6593, 0.4044, 2.5533], [-5.7456, -0.3133, 1.9894], [-6.2855, -1.3816, 2.7191], [-3.8585, 1.3194, 1.7904], [-0.2949, 0.9303, -1.6959], [2.3805, 0.7765, -1.9101], [-3.7970, 1.2812, 0.4250], [-2.6495, 1.5489, -0.4416], [-2.6332, 1.1330, -1.7991], [-1.8884, 1.8286, -2.7700], [-0.9481, 2.7771, -2.3122], [-0.6532, 2.8848, -0.9409], [-1.3626, 2.0317, -0.0554], [0.6068, 3.0753, -3.5801], [-3.1798, 1.9694, 2.3487], [-4.7035, 1.0038, -0.1192], [-3.4449, 0.6137, 4.3480], [-6.1479, -0.0807, 1.0053], [-4.5191, -1.3177, 5.4998], [-7.0889, -1.9936, 2.2956], [-3.3410, 0.3760, -2.1457], [-1.0527, 1.9858, 0.9861], [-2.0605, 1.6808, -3.8234], [0.1071, 3.5600, -0.5669], [-0.5316, -1.4744, -0.9031], [2.9889, 2.3311, -1.1042], [4.0832, 3.0979, -1.8343], [3.3063, 2.0567, -0.0863], [2.1078, 2.9758, -0.9733], [4.3321, 4.0050, -1.2635], [5.0114, 2.5185, -1.9326], [3.7551, 3.4236, -2.8296], [2.7414, 0.4689, -3.7025], [4.1707, 0.6156, -4.2078], [2.0763, 1.1434, -4.2647], [2.3685, -0.5512, -3.8954], [4.1608, 0.6477, -5.3069], [4.6455, 1.5419, -3.8618], [4.7933, -0.2400, -3.9204], [3.2585, -0.5474, -0.9956], [4.7727, -0.3804, -0.9087], [2.9982, -1.5067, -1.4693], [2.8026, -0.5447, 0.0075], [5.2252, -1.2664, -0.4440], [5.2336, -0.2638, -1.8975], [5.0483, 0.4851, -0.2929], [0.4271, -2.2149, 0.4906], [1.5846, -3.1612, 0.1759], [-0.3101, -2.7395, 1.1151], [0.7651, -1.3506, 1.0849], [1.5089, -4.0607, 0.8016], [1.6076, -3.4886, -0.8698], [2.5473, -2.6913, 0.4103], [-0.1763, -2.4947, -2.3986], [-1.0857, -2.1985, -3.5856], [-0.2651, -3.5439, -2.0809], [0.8756, -2.3165, -2.6691], [-0.7671, -2.8090, -4.4400], [-2.1347, -2.4423, -3.3761], [-1.0291, -1.1425, -3.8857], [-2.2953, -1.9317, -0.5037], [-2.6656, -2.3557, 0.9170], [-2.5805, -2.7200, -1.2176], [-2.8968, -1.0494, -0.7688], [-3.7578, -2.3374, 1.0211], [-2.3382, -3.3805, 1.1357], [-2.2550, -1.6756, 1.6741], [2.2550, -0.2974, 3.6804], [1.4652, 0.9221, 3.7818], [1.3548, 1.6042, 5.0631], [0.7429, 1.3350, 2.7243], [0.7861, 0.8034, 1.6000], [2.9510, -0.3076, 4.5233], [2.8079, -0.3096, 2.7324], [1.6185, -1.1958, 3.7281], [1.4306, 2.6882, 4.9062], [0.3890, 1.3989, 5.5488], [2.1663, 1.2628, 5.7122], [0.1103, 2.2213, 2.9485]],
  "atomic_forces_ev_per_a": [[1.869, 3.527, -1.968], [-0.120, -1.090, 1.588], [-0.335, -0.127, -0.989], [-1.747, -1.043, 0.795], [0.733, -0.156, 1.072], [-1.322, -1.195, -0.242], [1.462, 0.938, -1.154], [2.142, -4.731, 2.548], [-0.212, -0.399, 0.370], [0.095, -0.230, -0.320], [-0.436, -0.017, 0.373], [-1.395, -0.524, -0.241], [0.071, 1.190, -0.609], [0.926, 2.715, -1.860], [0.420, 1.460, -0.622], [-0.156, 0.058, 0.968], [-2.193, 0.588, 1.025], [0.247, -0.519, -0.057], [0.442, -0.674, 0.039], [-0.320, -0.286, 0.133], [-0.098, -0.262, 0.322], [-0.176, 0.019, -0.153], [0.080, 0.181, 0.142], [0.010, 0.485, -0.019], [0.047, 0.119, -0.288], [0.110, -0.173, -0.252], [0.098, -0.157, -0.102], [-0.067, -0.972, -0.045], [-0.453, 0.217, -0.014], [0.419, 0.314, -0.116], [-0.115, -0.182, -0.323], [0.349, -0.125, -0.074], [-0.112, -0.286, -0.149], [-0.320, 0.153, 0.012], [0.138, -0.086, 0.190], [-0.711, 0.444, -0.095], [0.639, 0.010, -0.123], [0.345, -0.401, 0.110], [0.039, 0.215, 0.162], [-0.071, -0.049, 0.329], [-0.115, -0.359, -0.157], [-0.145, 0.286, -0.082], [-0.806, -0.314, 0.127], [0.466, 0.267, -0.099], [0.049, 0.287, 0.075], [0.158, -0.035, -0.201], [-0.222, 0.196, -0.094], [-0.097, -0.040, 0.366], [-0.034, -0.194, -0.165], [-0.037, 0.685, 0.501], [0.456, -0.298, -0.069], [0.153, 0.255, -0.343], [-0.093, -0.309, -0.075], [0.007, 0.247, -0.253], [0.086, -0.033, 0.319], [-0.282, -0.243, -0.108], [0.155, 0.092, 0.250], [-0.076, -0.166, -0.055], [0.046, 0.193, -0.117], [-0.223, -0.138, 0.085], [-0.159, 0.243, 0.142], [0.227, 0.082, -0.100], [0.005, 0.001, -0.082], [-0.428, 0.554, -0.477], [0.087, -0.088, 0.190], [0.128, 0.200, 0.210], [0.102, -0.534, 0.065], [0.206, -0.087, -0.116], [-0.071, 0.325, 0.022], [0.008, -0.147, -0.086], [0.185, -0.207, -0.038], [-0.930, 0.170, -1.248], [-0.313, 0.457, 0.365], [1.092, -0.402, 0.964], [-0.403, 0.255, -0.053], [-0.055, -0.147, -0.306], [-0.087, 0.017, 0.303], [0.175, 0.285, 0.029], [0.116, -0.298, 0.196], [0.362, -0.074, -0.029], [-0.244, 0.243, -0.116], [0.234, -0.174, -0.104]],
  "lowdin_charge": [0.335, 0.020, 0.063, -0.168, 0.059, 0.013, 0.058, 1.236, 0.914, 0.036, -0.137, -0.107, -0.215, -0.617, -0.200, -0.114, 0.968, 0.149, 0.140, 0.147, 0.143, 0.172, 0.173, 0.152, 0.106, 0.154, 0.146, 0.922, -0.387, -0.118, 0.096, 0.031, 0.105, 0.083, 0.073, -0.397, -0.102, -0.002, 0.088, 0.106, 0.067, 0.083, -0.392, -0.091, 0.078, 0.058, 0.104, 0.069, 0.085, -0.350, -0.109, 0.071, 0.039, 0.102, 0.063, 0.066, -0.397, -0.123, 0.112, 0.071, 0.106, 0.080, 0.054, -0.345, -0.129, 0.100, 0.029, 0.073, 0.095, 0.072, -0.011, -0.174, -0.020, -0.311, -0.100, 0.104, 0.087, 0.105, 0.105, 0.098, 0.105, 0.146],
  "charge": 4,
  "orbital_gap_ev": [5.02, 3.99],
  "e_lumo_ha": [-0.5154, -0.5533],
  "homo_ev": [-19.0, -19.0],
  "multiplicity": 4,
  "s_squared": 3.7958
}